93
Properties=species:S:1:pos:R:3:forces:R:3 method="wB97M-V/def2-TZVPD" orbital_gap_ev=6.29 spin_multiplicity=1 de_lowest_kcal_mol=0.00 lumo_energy_ev=4.2 charge=-2
Ga 0.671208 -1.145576 -1.482658 -0.0027 0.0735 0.1693
C 0.832689 1.997210 1.991961 -0.0028 0.0029 -0.0055
C 0.791918 1.311718 3.328942 0.0125 0.0007 0.0191
C 0.587420 2.065656 4.482210 0.0028 -0.0020 -0.0096
C 0.579505 1.482832 5.741064 0.0026 0.0045 0.0119
C 0.779025 0.116319 5.861865 -0.0061 -0.0035 0.0018
C 0.978441 -0.650835 4.722542 -0.0163 0.0040 -0.0154
C 0.988689 -0.077008 3.451468 0.0225 0.0113 0.0001
P 1.123369 -1.077124 1.908790 0.0106 -0.0146 -0.0049
C 0.999247 -2.783115 2.576511 -0.0838 0.0042 -0.0218
C -0.327931 -3.216890 2.602755 0.0293 -0.0099 -0.0226
C -0.678048 -4.472001 3.067766 -0.0029 -0.0114 0.0024
C 0.316447 -5.334254 3.493015 -0.0070 -0.0002 -0.0016
C 1.638119 -4.920986 3.462105 0.0117 0.0188 0.0242
C 2.005888 -3.652599 3.017994 0.0515 -0.0082 0.0215
C 3.470038 -3.297757 3.029750 0.0178 -0.0525 -0.0396
C 2.870658 -0.796987 1.435153 0.0323 0.0345 -0.0482
C 3.751011 -0.060079 2.224777 0.0047 0.0179 -0.0328
C 5.045161 0.213871 1.809030 -0.0146 0.0037 0.0340
C 5.475713 -0.279850 0.584483 0.0070 -0.0136 -0.0208
C 4.608103 -1.008178 -0.209912 0.0196 0.0100 0.0101
C 3.282877 -1.261380 0.166005 -0.0337 0.0071 0.0080
C 2.382533 -1.995425 -0.757399 -0.0151 0.0148 0.0455
H 0.322653 2.961367 2.030775 -0.0059 -0.0011 0.0009
H 0.381842 1.394541 1.198501 -0.0129 -0.0140 -0.0069
H 1.869167 2.173870 1.689239 -0.0133 0.0055 0.0176
H 0.424783 3.133830 4.381625 -0.0012 0.0007 -0.0005
H 0.412289 2.093518 6.621091 0.0003 0.0001 -0.0005
H 0.772480 -0.356114 6.837329 0.0019 -0.0007 -0.0010
H 1.116175 -1.721325 4.815896 0.0030 0.0001 0.0100
H -1.093217 -2.566461 2.199022 -0.0143 0.0141 -0.0251
H -1.713070 -4.787992 3.043219 -0.0014 0.0014 -0.0004
H 0.071039 -6.337198 3.822378 0.0017 0.0007 0.0039
H 2.418937 -5.602231 3.784548 -0.0025 -0.0014 -0.0064
H 4.033952 -4.079429 3.541739 0.0030 -0.0051 0.0077
H 3.661976 -2.348620 3.529169 -0.0238 -0.0195 0.0253
H 3.862294 -3.204411 2.014871 0.0009 0.0018 0.0335
H 3.418329 0.304574 3.190306 0.0038 0.0055 0.0015
H 5.709179 0.796608 2.436880 -0.0019 -0.0016 0.0043
H 6.487801 -0.089288 0.244101 -0.0010 0.0018 -0.0032
H 4.943819 -1.377345 -1.172911 -0.0048 -0.0025 -0.0001
H 1.959676 -2.879006 -0.267654 0.0052 0.0189 0.0100
H 2.939770 -2.370443 -1.616892 -0.0061 0.0054 -0.0119
S 0.340686 -1.111131 -3.798700 -0.1148 0.0337 -0.1008
C -0.649362 0.279966 -4.264377 0.0565 -0.0496 0.0045
C -0.402129 0.735074 -5.573792 -0.0396 0.0081 -0.0301
C -1.097040 1.782892 -6.142493 0.0162 -0.0061 0.0087
C -2.093144 2.429284 -5.419326 -0.0028 0.0022 0.0115
C -2.360180 1.991109 -4.133989 -0.0330 -0.0316 -0.0439
C -1.658952 0.942294 -3.536925 -0.0266 0.0101 0.0160
As -2.156887 0.450135 -1.698632 -0.0095 -0.0406 -0.0301
C -4.089042 0.244853 -2.086815 0.0113 -0.0368 -0.0176
C -5.070073 1.226606 -1.982049 0.0105 0.0075 0.0077
C -6.398923 0.939092 -2.272612 0.0017 -0.0012 -0.0020
C -6.763329 -0.338754 -2.673010 -0.0020 0.0043 -0.0008
C -5.794172 -1.329527 -2.771179 0.0005 -0.0037 -0.0019
C -4.469672 -1.042055 -2.473229 -0.0082 0.0129 0.0069
C -2.268257 2.201937 -0.817928 0.0389 0.0077 0.0067
C -1.758622 3.402454 -1.298535 -0.0003 0.0182 -0.0049
C -1.773247 4.549014 -0.511061 -0.0053 0.0025 0.0040
C -2.303796 4.514240 0.769921 0.0073 -0.0046 -0.0093
C -2.815617 3.319842 1.263375 -0.0004 0.0120 0.0067
C -2.788687 2.178269 0.477527 -0.0121 -0.0193 -0.0083
H 0.378037 0.237568 -6.136910 0.0006 -0.0031 0.0040
H -0.858287 2.097606 -7.152777 -0.0022 0.0010 -0.0011
H -2.655468 3.250390 -5.848244 0.0010 0.0004 -0.0033
H -3.147574 2.479326 -3.569465 -0.0058 -0.0170 -0.0131
H -4.798084 2.227976 -1.665843 -0.0018 0.0055 0.0054
H -7.150248 1.716589 -2.186679 -0.0003 0.0003 0.0012
H -7.799098 -0.564020 -2.900285 0.0001 -0.0007 0.0005
H -6.070129 -2.333633 -3.070621 -0.0002 -0.0008 -0.0004
H -3.717956 -1.824587 -2.524150 -0.0002 0.0013 -0.0031
H -1.338958 3.447839 -2.294864 0.0148 0.0155 0.0381
H -1.359187 5.471297 -0.902767 0.0001 0.0011 0.0015
H -2.308470 5.406599 1.385044 -0.0003 0.0016 0.0000
H -3.218466 3.273179 2.268493 0.0007 -0.0019 -0.0008
H -3.164742 1.243210 0.881409 0.0086 -0.0010 0.0016
C 1.301524 2.278328 -2.897712 0.0131 0.0190 0.0090
C 1.344919 1.823482 -1.436150 -0.0283 0.0448 -0.0033
C 2.807326 1.603666 -1.070218 -0.0015 0.0026 -0.0128
O 0.505950 0.734348 -1.142205 0.0942 -0.0684 -0.0101
H 1.927999 3.168473 -3.017536 0.0066 0.0045 0.0027
H 0.296047 2.521971 -3.234043 0.0385 0.0049 0.0310
H 1.687080 1.490763 -3.548662 0.0110 0.0115 0.0052
H 0.976606 2.664920 -0.823631 0.0014 0.0114 -0.0076
H 3.233472 0.810417 -1.689057 -0.0076 0.0053 0.0024
H 2.932749 1.326591 -0.026203 -0.0012 -0.0171 -0.0179
H 3.377042 2.520095 -1.255305 0.0046 -0.0031 0.0029
O 0.596708 -4.750991 -0.042187 0.0265 -0.0082 -0.0118
S -0.110364 -4.323089 -1.246636 -0.0503 0.0466 0.0076
O 0.792172 -3.940768 -2.332973 0.0320 -0.0777 -0.0386
O -1.182401 -5.223680 -1.641782 -0.0094 0.0209 0.0177
S -1.079707 -2.495482 -0.765676 -0.0042 -0.0271 -0.0141

=====

64
Properties=species:S:1:pos:R:3:forces:R:3 method="wB97M-V/def2-TZVPD" orbital_gap_ev="5.79 / 4.77" s2=3.818 spin_multiplicity=4 de_lowest_kcal_mol=48.85 lumo_energy_ev="-7.3 / -9.1" charge=+2
P 0.019738 -2.200190 -4.208882 0.0805 -2.2015 -5.9424
P -0.295889 1.524851 -4.554345 0.7424 1.3311 -2.9387
C -0.539718 -1.200421 -5.718609 0.0163 -0.1730 0.4835
C 0.115219 0.188069 -5.840715 -0.2749 0.0340 -0.6193
H -1.632333 -1.121818 -5.690632 0.0700 0.0351 0.2808
H -0.359833 -1.877862 -6.591142 0.2692 0.5520 0.6373
H 1.216520 0.081346 -5.819125 -0.4254 0.0762 -0.2236
H -0.182738 0.601617 -6.827722 0.4342 -0.2282 0.4346
C -1.583517 2.585688 -5.496161 -0.7631 -0.3480 -0.0303
H -1.836729 3.480954 -4.911282 0.1908 -0.3217 0.0748
H -2.534190 2.093775 -5.748083 0.2090 -0.0603 0.3010
H -1.191753 2.977043 -6.447976 -0.0173 -0.4637 0.4024
C 0.950097 2.750568 -5.259417 0.5445 -0.3239 -0.0205
H 0.684325 3.021090 -6.279195 0.0832 -0.1326 0.0664
H 1.974203 2.381999 -5.303004 0.1038 0.1089 0.0757
H 0.924854 3.656011 -4.659974 -0.0041 0.0672 -0.0457
C -1.099207 -3.658136 -4.321077 0.3105 0.2916 0.0721
H -1.100330 -4.198582 -3.367527 -0.1495 0.0141 -0.3083
H -0.786201 -4.322941 -5.127752 -0.0044 0.0091 0.0554
H -2.088156 -3.254297 -4.553860 -0.0078 -0.2230 0.1925
C 1.700316 -2.760287 -4.726393 -0.1349 -0.3848 -0.1224
H 2.367568 -1.897380 -4.826569 -0.1812 -0.0641 0.0076
H 1.653336 -3.288287 -5.695487 -0.0287 0.2121 0.4023
H 2.139824 -3.442730 -3.982784 -0.1920 0.1939 -0.1866
Re -0.012861 -1.383692 -2.238611 1.2025 7.3565 4.9947
C 0.464605 3.457004 -2.275324 -1.8290 -1.1791 1.3750
C -0.896214 3.301568 -2.141488 1.8773 -0.2606 0.4383
C -2.031343 2.309298 -2.400005 -1.8460 -1.5970 -0.6742
C -2.428255 0.708704 -3.092926 0.0533 1.6314 0.0892
C -1.952830 -0.505948 -2.440278 1.1977 -2.2090 0.3014
C 1.742952 -0.279247 -2.507614 -2.1224 -2.2949 0.1856
C 2.094208 1.052258 -3.008688 1.0022 1.4747 0.4586
C 1.682619 2.506194 -2.338143 0.9655 -0.0217 -1.4115
C 0.367436 -3.000346 -1.019441 -0.4706 -0.1462 0.1664
H 0.843880 4.468262 -1.959982 -0.4140 -1.1177 -0.2006
H -1.333140 4.085488 -1.487283 0.0023 0.0287 -1.1543
H -2.813290 2.857838 -2.973245 0.5965 -0.0844 0.4487
H -2.488270 2.150702 -1.418945 -0.0311 0.0266 0.0181
H -3.531010 0.751708 -3.032364 0.3546 0.0154 0.3013
H -2.252469 0.553963 -4.196456 -0.1072 0.6777 1.0346
H -2.737242 -1.185813 -2.062611 0.4127 0.1386 0.1065
H 2.657560 -0.930131 -2.422231 -0.8990 0.2400 0.1992
H 1.948054 1.028738 -4.097420 -0.3027 -0.0966 0.3375
H 3.213218 1.113492 -3.003895 -0.7132 0.0613 0.4337
H 2.045572 2.371650 -1.310509 -0.1582 0.3698 -0.3287
H 2.386830 3.171392 -2.886528 0.1234 -0.6695 0.5994
H 1.202563 -2.705948 -0.364479 -0.1665 0.0899 -0.0923
H 0.610585 -3.975134 -1.459697 -0.1312 0.2320 -0.1428
H -0.538365 -3.107885 -0.387349 0.3234 -0.0182 -0.1766
O 1.891323 2.191949 2.103233 -2.1593 -0.6735 0.9242
C 0.691156 1.842083 2.557126 2.1232 0.6236 -0.6558
C 0.285047 2.334014 3.827259 -0.9516 -0.0014 0.6765
C -0.951185 1.920053 4.316995 0.5974 0.5613 0.5139
C -1.817832 1.079128 3.597194 0.2549 0.3275 -0.0023
C -1.393182 0.619171 2.340003 1.0966 -0.3517 -1.4341
C -0.159377 0.968786 1.798691 -0.9037 -0.2039 -0.0599
C 0.347417 0.500717 0.437175 0.5645 -0.4299 -0.4354
O -0.442159 -0.116462 -0.342914 0.2706 -0.0716 0.5262
O 1.565672 0.734340 0.183348 -0.9077 -0.1707 0.2037
H 1.982014 1.618275 1.227991 0.1865 0.0294 -0.2035
H 0.953030 3.027173 4.363889 -0.4508 -0.5108 -0.2585
H -1.273654 2.251096 5.299377 0.1127 0.0909 -0.1292
H -2.813999 0.831209 3.988651 0.6033 0.0372 -0.1738
H -1.985368 -0.054627 1.731908 -0.2280 0.0954 0.1526

=====

15
Properties=species:S:1:pos:R:3:forces:R:3 method="wB97M-V/def2-TZVPD" orbital_gap_ev=8.85 spin_multiplicity=1 de_lowest_kcal_mol=2.63 lumo_energy_ev=4.3 charge=-1
N 2.215732 -0.883281 2.074689 0.1398 0.2382 0.3012
C 1.021544 -0.755636 1.321584 0.0339 -0.0389 -0.1745
O 0.987257 -1.411764 0.240817 0.0661 0.0926 0.0893
O 0.166614 0.021993 1.781843 -0.1265 0.0465 0.0543
H 2.127619 -0.602299 3.039131 -0.0100 -0.0940 -0.1101
H 2.779338 -1.693616 1.900133 -0.0451 -0.1689 -0.0832
H 0.680022 -0.247766 -1.018154 -0.0564 -0.2093 -0.0347
C -0.659016 1.143483 -1.232340 0.2296 -0.0078 -0.1331
O 0.427640 0.386666 -1.730633 -0.0271 0.1551 -0.0801
C -1.901875 0.288706 -1.064141 -0.0962 0.0827 -0.1100
H -0.837142 1.950939 -1.956682 -0.0162 -0.0636 0.0816
H -0.381678 1.588627 -0.272512 -0.1379 0.0533 0.0450
H -2.765782 0.882728 -0.753956 0.0169 0.0603 0.1098
H -1.705402 -0.476728 -0.319896 0.0010 -0.0848 0.1300
H -2.154867 -0.192053 -2.009888 0.0281 -0.0615 -0.0856

=====

17
Properties=species:S:1:pos:R:3:forces:R:3 method="wB97M-V/def2-TZVPD" orbital_gap_ev=10.68 spin_multiplicity=1 de_lowest_kcal_mol=32.00 lumo_energy_ev=0.9 charge=0 smiles=C[C@H]1OCC[C@H]1O
C -0.121642 0.447850 -1.899952 0.0591 0.0207 -0.1183
C -0.758169 -0.101319 -0.632914 -0.1285 0.1994 -0.0347
O -0.307854 -1.430850 -0.372337 0.0011 -0.0439 0.0007
C 0.675161 -1.384648 0.643696 0.1684 -0.0156 0.1768
C 0.183286 -0.297801 1.597296 0.0085 -0.0293 0.0255
C -0.449416 0.739125 0.649956 -0.2491 -0.2099 0.0842
O 0.344005 1.889251 0.424006 0.2823 -0.1146 -0.0346
H -0.209730 -0.297526 -2.694833 -0.0347 0.0938 0.1013
H 0.942165 0.680544 -1.775370 -0.1375 -0.1160 -0.0248
H -0.623238 1.364526 -2.218716 0.0670 -0.0515 0.0533
H -1.841471 -0.175184 -0.786471 0.1581 0.0162 0.0448
H 1.665194 -1.145124 0.223656 -0.0816 0.0607 0.0158
H 0.744506 -2.380841 1.091296 -0.0472 0.1839 -0.0358
H -0.587969 -0.714281 2.253218 0.1042 0.0430 -0.0810
H 0.962139 0.148815 2.223553 -0.1161 -0.0514 -0.1314
H -1.370947 1.138106 1.079143 0.0811 -0.0641 -0.1042
H 1.210061 1.614251 0.096223 -0.1351 0.0784 0.0625